Below is 2 unconnected molecules or ions with the total composition CHClFNO2 in a non-equilibrium geometry, with properties calculated with ωB97M-V with the def2-TZVPD basis set.

Structure (ORCA input):
```
! RIJCOSX wB97M-V def2-TZVPD def2/J DEFGRID3
* xyz 0 1
C -0.04431 0.39539 0.23191
N -0.96447 -0.42667 -0.41154
O -1.83822 -0.85480 0.30593
O -0.89124 -0.65049 -1.60187
F -0.22932 0.77943 1.43606
Cl 3.06911 -0.09145 0.19135
H 0.89846 0.84859 -0.15184
*
```

Calculated values
HOMO level (spin up / spin down) (eV): -11.71 / -10.37
Orbital gap (spin up / spin down) (eV): 9.35 / 5.79

=====

Below is a single C3H5NO molecule in a non-equilibrium geometry, with properties calculated with ωB97M-V with the def2-TZVPD basis set.

Structure (ORCA input):
```
! RIJCOSX wB97M-V def2-TZVPD def2/J DEFGRID3
* xyz 0 1
C -0.72267 0.00294 0.15271
C 0.54122 1.09289 0.00719
C 0.42901 -1.00502 0.00331
H 0.57292 1.78737 -0.84974
H 0.63929 1.60572 1.04072
H 2.36370 -0.14851 0.44338
H 0.43202 -1.69675 0.79877
H -0.18078 -1.66952 -0.65490
N 1.42346 -0.12968 -0.18926
O -1.90959 0.06057 -0.05408
*
```

Calculated values
HOMO level (eV): -9.00
Structure (SMILES): O=C1CNC1
Orbital gap (eV): 9.86

=====

Below is 9 unconnected molecules or ions with the total composition C26H48Br10N4 in a non-equilibrium geometry, with properties calculated with ωB97M-V with the def2-TZVPD basis set.

Structure (ORCA input):
```
! RIJCOSX wB97M-V def2-TZVPD def2/J DEFGRID3
* xyz 0 1
C 0.26705 2.70984 -4.43397
C 0.59225 1.25630 -3.85480
C -0.64080 0.34568 -4.07075
C -1.86177 0.67788 -3.48121
N -2.82617 0.87336 -2.84716
H 1.00298 3.51273 -4.39083
H -0.48185 3.15872 -3.78147
H -0.01318 2.63981 -5.48500
H 0.79972 1.19751 -2.78634
H 1.53190 0.90641 -4.28228
H -0.43628 -0.66279 -3.71120
H -0.72577 0.21759 -5.14986
C 1.53977 0.53135 1.13152
C 0.31554 -0.38283 0.87896
C 0.24793 -0.71658 -0.67146
C -0.87840 -1.45018 -1.15027
N -1.79628 -2.08573 -1.37227
H 1.47085 1.44856 0.54665
H 2.39275 0.01312 0.69339
H 1.60138 0.70100 2.20647
H -0.56465 0.09322 1.31108
H 0.41172 -1.43585 1.14352
H 1.12022 -1.28439 -0.99520
H 0.20012 0.22366 -1.22079
C 1.08568 2.78410 6.70684
C 0.65220 4.06979 6.00976
C -0.59294 3.89434 5.16479
C -0.37945 2.70340 4.34115
N -0.19057 1.77488 3.67144
H 1.89141 3.02979 7.39859
H 1.50467 2.14181 5.93224
H 0.28569 2.30253 7.26916
H 1.51882 4.34624 5.40922
H 0.47590 4.79998 6.79960
H -0.88452 4.64631 4.43156
H -1.43748 3.70561 5.82753
C -5.55357 -4.29866 -1.80170
C -4.52241 -4.52261 -0.66837
C -5.10985 -4.89066 0.73510
C -5.83650 -6.16804 0.92138
N -6.31102 -7.21332 1.02924
H -5.02755 -4.03493 -2.71922
H -6.10756 -3.40086 -1.52758
H -6.23989 -5.14287 -1.86792
H -3.86926 -3.65486 -0.57612
H -3.81010 -5.26979 -1.01830
H -5.65373 -4.02284 1.10814
H -4.22769 -4.98326 1.36860
Br -0.74888 5.80473 -1.21739
C -1.65491 4.04387 -1.14894
C -1.06443 3.23035 0.00479
Br -1.75604 4.14752 1.60042
H -1.46157 3.43708 -2.03356
H -2.69753 4.33036 -1.01122
H 0.02078 3.12839 0.00992
H -1.37256 2.18589 0.05219
Br -1.19335 -2.58986 -6.83632
C -1.19397 -4.13580 -5.48585
C -2.22049 -3.96474 -4.41953
Br -2.32711 -5.68727 -3.45748
H -0.29194 -4.14880 -4.87407
H -1.28204 -5.05571 -6.06387
H -3.13186 -3.49720 -4.79222
H -1.91843 -3.18109 -3.72473
Br 3.80746 -1.87256 3.89281
C 2.30008 -2.19725 5.09711
C 1.41300 -0.93334 4.94020
Br -0.27622 -1.01875 6.01924
H 2.73029 -2.18526 6.09855
H 1.90699 -3.19321 4.89306
H 1.16352 -0.82035 3.88517
H 1.91775 -0.07724 5.38787
Br 2.98887 -2.42416 -4.89723
C 4.53754 -1.71064 -3.92947
C 4.12656 -1.31521 -2.56753
Br 3.28235 -2.90617 -1.67469
H 5.08405 -0.99850 -4.54777
H 5.29942 -2.48774 -3.99084
H 3.40393 -0.50100 -2.62209
H 4.96930 -1.00716 -1.94867
Br 3.04095 3.97041 -0.63520
C 3.28574 3.50103 1.27526
C 4.19085 4.59449 1.83746
Br 6.17177 4.31243 1.41123
H 3.72320 2.50403 1.22298
H 2.28960 3.39480 1.70478
H 3.98060 4.63251 2.90631
H 4.02743 5.60666 1.46744
*
```

Calculated values
HOMO level (eV): -10.05
Structure (SMILES): BrCCBr.BrCCBr.BrCCBr.BrCCBr.BrCCBr.CCCC#N.CCCC#N.CCCC#N.CCCC#N
Orbital gap (eV): 10.03

=====

Below is 12 unconnected molecules or ions with the total composition C48H72O36 in a non-equilibrium geometry, with properties calculated with ωB97M-V with the def2-TZVPD basis set.

Structure (ORCA input):
```
! RIJCOSX wB97M-V def2-TZVPD def2/J DEFGRID3
* xyz 0 1
C -4.15771 -2.56858 8.56632
C -3.07882 -2.91834 7.47653
C -2.84033 -1.75972 6.51921
O -1.55682 -1.31125 6.78660
C -0.96484 -2.15800 7.64903
O 0.23769 -2.08496 7.93651
O -1.79929 -3.07118 8.15418
H -3.91093 -1.65422 9.10591
H -4.21037 -3.26388 9.40411
H -5.10577 -2.42678 8.04749
H -3.43546 -3.74623 6.86373
H -3.51839 -0.92483 6.69611
H -2.92958 -2.09668 5.48645
C 11.20417 2.47742 -2.51161
C 9.71479 2.73793 -2.66464
C 8.81845 1.48068 -2.27489
O 7.85567 1.97090 -1.39693
C 8.10079 3.27553 -1.15180
O 7.48854 3.97512 -0.37497
O 9.18817 3.74018 -1.77215
H 11.56688 1.86107 -3.33419
H 11.36648 2.07279 -1.51259
H 11.64012 3.46092 -2.68703
H 9.55510 2.98961 -3.71309
H 9.37426 0.64186 -1.85591
H 8.40803 0.96339 -3.14211
C -3.94092 4.52221 6.48313
C -4.62274 3.86224 5.23090
C -5.69894 4.76017 4.56773
O -5.28691 4.66992 3.24862
C -4.06148 4.03960 3.07693
O -3.46085 3.93815 2.02482
O -3.65438 3.67627 4.28355
H -4.60634 5.13873 7.08747
H -3.06737 5.15458 6.32458
H -3.51689 3.82174 7.20259
H -5.07667 2.96369 5.64881
H -5.82414 5.78666 4.91231
H -6.66957 4.27470 4.66927
C 4.00207 -7.70277 2.10662
C 2.94891 -7.31211 3.08445
C 2.86877 -5.75551 3.47591
O 1.53671 -5.43703 3.27984
C 0.94706 -6.25707 2.46212
O -0.20606 -6.09610 2.06021
O 1.75291 -7.34895 2.28818
H 4.20737 -7.00869 1.29164
H 3.93536 -8.67757 1.62349
H 4.96325 -7.62434 2.61462
H 2.89500 -7.97667 3.94674
H 3.61810 -5.12729 2.99432
H 3.18659 -5.70275 4.51722
C 4.18622 0.96479 4.66830
C 4.21191 1.87791 5.82857
C 5.41785 2.89109 5.89637
O 4.83668 4.14648 5.51899
C 3.45241 4.09535 5.70591
O 2.66115 5.00145 5.76920
O 3.09454 2.77779 5.79496
H 3.89066 1.48770 3.75873
H 3.45778 0.15522 4.71405
H 5.16118 0.48588 4.57777
H 4.30694 1.35054 6.77775
H 6.07175 2.57109 5.08513
H 5.94008 2.83442 6.85145
C 1.00039 -9.01389 -2.69723
C 1.04837 -7.88804 -3.78575
C 1.61393 -6.53148 -3.22149
O 2.71778 -6.23629 -4.02575
C 2.90689 -7.20684 -4.96711
O 3.69519 -7.13398 -5.93366
O 1.95710 -8.17692 -4.84376
H 0.53078 -8.75615 -1.74795
H 1.96306 -9.39186 -2.35299
H 0.36001 -9.79603 -3.10501
H 0.01348 -7.78070 -4.11070
H 1.97964 -6.69274 -2.20743
H 0.88945 -5.72362 -3.32446
C 2.90615 -0.88432 -10.47830
C 2.97693 -1.95606 -9.35285
C 3.90052 -1.61474 -8.19602
O 3.03437 -1.43389 -7.11460
C 1.75980 -1.61245 -7.47406
O 0.84209 -1.32529 -6.72321
O 1.68138 -2.01969 -8.72179
H 3.91467 -0.64037 -10.81221
H 2.40601 0.04179 -10.19498
H 2.42301 -1.33828 -11.34352
H 3.21152 -2.94839 -9.73801
H 4.49303 -0.70734 -8.31282
H 4.44820 -2.51656 -7.92240
C -9.80479 -1.46753 6.80046
C -10.02938 -1.43524 5.25400
C -10.35268 -0.12681 4.64366
O -9.25874 0.21819 3.84952
C -8.36698 -0.77431 3.84034
O -7.27191 -0.80896 3.19739
O -8.80620 -1.78319 4.66432
H -9.60144 -2.50660 7.05945
H -10.62206 -0.96515 7.31794
H -8.98292 -0.89165 7.22591
H -10.83556 -2.11491 4.97793
H -10.54600 0.68587 5.34386
H -11.26770 -0.34183 4.09176
C -6.03263 -0.86950 -4.62408
C -4.86671 -1.29170 -3.76119
C -5.15365 -1.48787 -2.33010
O -4.66015 -2.81524 -2.08246
C -4.42708 -3.40992 -3.25824
O -4.12142 -4.57247 -3.38816
O -4.45545 -2.54747 -4.25117
H -6.31266 0.11733 -4.25552
H -6.93307 -1.45613 -4.44190
H -5.89457 -0.95906 -5.70159
H -4.02877 -0.59527 -3.79176
H -6.20440 -1.34140 -2.07993
H -4.62387 -0.75964 -1.71602
C 2.10042 7.55657 1.03576
C 2.58310 8.75779 0.24760
C 3.66039 9.60910 0.95750
O 4.73976 9.60027 -0.00572
C 4.41094 8.83083 -1.09221
O 5.07536 8.62367 -2.11779
O 3.24979 8.23232 -0.90063
H 2.92761 7.11769 1.59366
H 1.73989 6.71287 0.44730
H 1.31614 7.79385 1.75457
H 1.76861 9.37993 -0.12341
H 3.84375 9.22378 1.96050
H 3.21348 10.59587 1.07859
C -3.26039 3.57656 -6.35426
C -3.20750 2.85049 -7.70802
C -3.96022 3.58562 -8.77555
O -2.88717 3.97720 -9.58544
C -1.70494 3.69752 -9.10375
O -0.66426 3.99860 -9.57982
O -1.82329 2.92827 -8.01926
H -2.84545 4.58409 -6.32607
H -2.71005 3.07036 -5.56117
H -4.31702 3.75224 -6.15232
H -3.34373 1.77928 -7.55950
H -4.58990 4.43697 -8.51710
H -4.54677 2.78839 -9.23215
C -0.11831 -0.51624 0.96922
C 0.61131 -0.62422 -0.37776
C 1.14935 0.58497 -1.09666
O 2.44166 0.30178 -1.49939
C 2.80838 -0.91261 -0.97583
O 3.89693 -1.38939 -1.05137
O 1.75554 -1.45260 -0.29452
H -0.13623 -1.49687 1.44477
H -1.16501 -0.22799 0.87212
H 0.24798 0.28076 1.61631
H -0.02903 -1.20381 -1.04269
H 1.04188 1.50067 -0.51524
H 0.64566 0.79595 -2.04000
*
```

Calculated values
HOMO level (eV): -10.31
Structure (SMILES): C[C@H]1COC(=O)O1.C[C@H]1COC(=O)O1.C[C@H]1COC(=O)O1.C[C@H]1COC(=O)O1.C[C@H]1COC(=O)O1.C[C@H]1COC(=O)O1.C[C@H]1COC(=O)O1.C[C@H]1COC(=O)O1.C[C@H]1COC(=O)O1.C[C@H]1COC(=O)O1.C[C@H]1COC(=O)O1.C[C@H]1COC(=O)O1
Orbital gap (eV): 10.22

=====

Below is a molecular structure, CH4N4O2 in a non-equilibrium geometry, with properties calculated with ωB97M-V with the def2-TZVPD basis set.

Structure (ORCA input):
```
! RIJCOSX wB97M-V def2-TZVPD def2/J DEFGRID3
* xyz 0 1
C 1.12757 0.02376 0.86409
N -0.14784 0.90220 0.98415
N -0.82576 -0.29355 0.71989
N 0.23734 -0.99979 0.23261
N -0.45670 -0.38668 -1.95827
O 0.05168 -0.79361 -2.93243
O -1.48164 0.17285 -1.69272
H 1.84410 0.41021 0.07086
H 1.54816 -0.16912 1.75283
H -0.42932 1.34020 1.95668
H -1.46757 -0.20648 0.00233
*
```

Calculated values
HOMO level (spin up / spin down) (eV): -8.00 / -9.17
Orbital gap (spin up / spin down) (eV): 7.15 / 9.28

=====

Below is 2 unconnected molecules or ions with the total composition C5H13NO in a non-equilibrium geometry, with properties calculated with ωB97M-V with the def2-TZVPD basis set.

Structure (ORCA input):
```
! RIJCOSX wB97M-V def2-TZVPD def2/J DEFGRID3
* xyz 0 1
C -1.54171 0.53766 3.28792
C -0.99588 0.27117 1.86970
H -2.25120 1.35898 3.25030
H -1.98222 -0.37102 3.68903
H -0.69728 0.76503 3.93027
H -1.77563 -0.10874 1.20417
H -0.18580 -0.45087 1.90350
H -0.63308 1.20480 1.44645
C 0.17844 -0.10867 -1.68971
C 0.18345 0.11478 -3.20192
C 1.60198 -0.20086 -1.16005
O 2.55332 0.33917 -1.68227
N 1.77752 -0.99299 -0.06231
H -0.37001 0.69943 -1.19740
H -0.29479 -1.06635 -1.47811
H 0.28918 -0.80852 -3.76260
H 1.00707 0.79530 -3.43876
H 2.71876 -0.95147 0.30539
H 1.13432 -1.62226 0.39186
H -0.71645 0.59544 -3.60547
*
```

Calculated values
HOMO level (eV): -9.88
Structure (SMILES): CCC(N)=O.CC
Orbital gap (eV): 10.68

=====

Below is a single C4H8O2 molecule, with properties calculated with ωB97M-V with the def2-TZVPD basis set.

Structure (ORCA input):
```
! RIJCOSX wB97M-V def2-TZVPD def2/J DEFGRID3
* xyz 0 1
C 1.60690 -0.26264 0.98189
O 1.27394 0.42178 -0.20336
C 0.10258 1.18743 -0.18305
C -1.16307 0.48342 -0.67487
O -2.09274 1.17405 -1.03319
C -1.23165 -1.03129 -0.67961
H 1.43810 -1.33899 0.87249
H 2.66877 -0.10230 1.19451
H 1.01111 0.08533 1.83446
H -0.11788 1.57661 0.82755
H 0.25339 2.05391 -0.83423
H -2.27818 -1.34672 -0.68165
H -0.70793 -1.48051 0.16983
H -0.76335 -1.42006 -1.59077
*
```

Calculated values
HOMO level (eV): -9.45
Structure (SMILES): COCC(C)=O
Orbital gap (eV): 10.32

=====

Below is a molecular structure, C36H84InN4O3S3 in a non-equilibrium geometry, with properties calculated with ωB97M-V with the def2-TZVPD basis set.

Structure (ORCA input):
```
! RIJCOSX wB97M-V def2-TZVPD def2/J DEFGRID3
* xyz -1 1
C -1.33864 7.97902 6.03746
C -1.86886 8.03064 4.56616
C -3.36882 8.51354 4.46532
C -4.30064 7.52191 3.71585
N -4.35134 7.62081 2.24510
C -3.09690 7.92098 1.55944
C -3.43644 8.66996 0.18963
C -2.42261 8.08048 -0.86588
C -0.94686 8.62536 -0.62965
In 0.61135 7.02138 -0.39157
C 0.61675 5.45297 -2.00932
C -0.55936 5.56597 -3.04948
C 0.60677 6.06948 1.69009
C 0.21431 4.54826 1.67727
C 0.08452 4.02921 3.17122
C -1.39056 3.95659 3.67228
S -2.34453 2.54168 2.98953
O -2.97245 2.97037 1.71626
O -3.41328 2.19414 3.95311
O -1.32397 1.30084 2.62018
C -5.00971 6.45966 1.76256
S -4.55751 5.58437 0.41567
S -6.46999 5.72885 2.62695
C -7.77284 7.02817 2.74860
C -8.91121 6.65988 1.73070
C -9.57350 5.27453 2.02041
H -1.45101 6.97328 6.49461
H -1.79866 8.75589 6.68958
H -0.24724 8.20146 6.03404
H -1.21888 8.74337 4.00848
H -1.79269 7.05941 4.03428
H -3.45585 9.52691 4.00922
H -3.73592 8.63156 5.51263
H -4.07760 6.47593 4.04440
H -5.32873 7.72833 4.10504
H -2.43970 8.64989 2.07847
H -2.43775 7.03623 1.36777
H -4.49362 8.52768 -0.10393
H -3.16560 9.74710 0.28439
H -2.70712 8.38408 -1.90333
H -2.43002 6.97003 -0.85613
H -0.68532 9.34794 -1.43468
H -0.96807 9.19810 0.33513
H 2.22501 7.86211 -0.50237
H 1.56227 5.56658 -2.59815
H 0.66932 4.43040 -1.55765
H -0.36545 4.80287 -3.84968
H -1.55216 5.29884 -2.62517
H -0.56649 6.54905 -3.56631
H 1.64945 6.12533 2.09437
H -0.08796 6.59140 2.39279
H -0.70165 4.35303 1.07982
H 1.04913 3.95747 1.22922
H 0.61801 4.77481 3.80211
H 0.60792 3.05807 3.33403
H -1.39242 3.80410 4.77649
H -1.99012 4.86219 3.45722
H -1.74906 0.86334 1.86521
H -7.32305 8.01767 2.52496
H -8.19524 7.05630 3.77919
H -9.70921 7.42972 1.84627
H -8.45251 6.68670 0.71845
H -10.19374 5.34855 2.94337
H -10.28020 5.06223 1.18402
H -8.85673 4.43541 2.08669
C 0.17490 -1.83167 -1.41474
C -0.71069 -2.43901 -0.33577
N -2.12409 -2.16150 -0.52423
C -2.93694 -2.47685 0.64229
C -3.02268 -3.94069 1.07811
C -2.68303 -2.55679 -1.80704
C -2.56494 -4.02871 -2.21534
H -0.00090 -0.75897 -1.51419
H 1.22553 -1.97582 -1.15444
H 0.01310 -2.30294 -2.38680
H -0.39652 -2.00917 0.62033
H -0.50845 -3.51868 -0.27466
H -3.95060 -2.09605 0.48697
H -2.54744 -1.89594 1.48598
H -3.65517 -4.52611 0.41145
H -3.47002 -4.00013 2.07376
H -2.04097 -4.41435 1.13683
H -2.20897 -1.95210 -2.58552
H -3.73627 -2.26374 -1.84504
H -1.56444 -4.43113 -2.04123
H -2.77298 -4.12959 -3.28396
H -3.28666 -4.65537 -1.69200
C 3.69621 -8.41988 -0.89313
C 2.52406 -8.61212 -1.84507
N 1.33097 -7.88536 -1.44663
C 0.13558 -8.29150 -2.17254
C 0.09424 -8.03616 -3.68028
C 1.49335 -6.45231 -1.25505
C 2.01827 -5.62772 -2.43364
H 3.41506 -8.66278 0.13355
H 4.51841 -9.07880 -1.18052
H 4.07710 -7.39680 -0.91673
H 2.29038 -9.68117 -1.85925
H 2.84570 -8.34880 -2.86305
H -0.73859 -7.82196 -1.71106
H -0.00447 -9.36566 -2.00743
H -0.05755 -6.98199 -3.90933
H -0.74510 -8.58096 -4.12083
H 1.00034 -8.37783 -4.18372
H 2.16796 -6.29597 -0.40799
H 0.54240 -6.02471 -0.92160
H 2.87752 -6.09318 -2.92060
H 2.34075 -4.64591 -2.07739
H 1.24589 -5.45475 -3.18262
C 6.50770 -7.38816 -3.68204
C 7.93649 -7.20443 -3.19057
N 8.21514 -7.90983 -1.95071
C 9.46625 -7.50635 -1.32401
C 10.76711 -7.79419 -2.07586
C 7.94732 -9.33923 -1.95764
C 8.66271 -10.19703 -3.00524
H 5.78670 -7.12005 -2.90685
H 6.32690 -6.74462 -4.54524
H 6.31328 -8.41579 -3.99707
H 8.08542 -6.13393 -3.02132
H 8.62937 -7.49327 -3.99360
H 9.52726 -7.95552 -0.32804
H 9.41320 -6.42770 -1.14100
H 11.02851 -8.85142 -2.04496
H 11.58991 -7.24968 -1.60512
H 10.72317 -7.47387 -3.11813
H 6.86979 -9.48270 -2.08374
H 8.15742 -9.74814 -0.96468
H 8.63146 -9.75143 -4.00105
H 8.17628 -11.17377 -3.07233
H 9.70341 -10.37961 -2.73950
*
```

Calculated values
HOMO level (eV): -4.44
Orbital gap (eV): 6.25